Entry from the Open Molecules 2025 dataset: a cluster of 2 separate species, C8H8F3N3O in total (wB97M-V/def2-TZVPD).

The geometry in XYZ format:
```
23
Properties=species:S:1:pos:R:3:forces:R:3
C 2.211 -1.743 0.411 -0.394 1.563 0.178
C 1.867 -1.166 -0.795 -2.212 -0.816 0.212
C 1.137 -2.047 1.278 0.287 -0.864 -0.662
C 0.518 -1.205 -1.193 0.579 0.532 0.891
C -0.197 -2.149 0.891 0.604 0.775 0.492
C -0.489 -1.689 -0.364 2.074 0.086 -1.653
C -2.831 -0.339 0.029 1.211 -2.261 -1.848
C -1.390 2.878 0.157 0.143 -0.219 2.467
N -2.240 0.703 -0.168 2.685 -0.133 -0.753
N -1.766 -1.900 -0.763 -4.144 0.668 4.165
N -4.077 -0.588 0.603 -0.518 -0.184 1.306
O -2.531 1.964 0.111 -0.812 0.975 0.379
F -2.001 -1.819 -2.050 0.120 0.860 -2.766
F -5.043 0.091 -0.093 -0.213 0.310 -0.506
F -4.475 -1.894 0.498 0.433 -0.063 -0.272
H 3.276 -1.617 0.689 -0.927 -0.545 0.430
H 2.534 -0.590 -1.363 1.050 0.223 -0.890
H 1.406 -2.267 2.257 0.288 -0.636 1.742
H 0.207 -0.706 -2.062 -0.206 0.355 -1.288
H -1.106 -2.423 1.435 0.878 -0.208 0.628
H -0.672 2.828 -0.706 -1.202 0.096 0.516
H -0.750 2.590 1.147 -1.533 0.911 -2.280
H -2.011 3.848 0.321 1.811 -1.424 -0.486
```
Forces are in eV/Å.

Summary:
Gap between HOMO and LUMO (spin up / spin down): 7.8 / 7.8 eV
LUMO (spin up / spin down): -0.55 / -0.55 eV
E: -23084.017 eV